{
  "formula": "C20H16IN3O4Ru",
  "method": "wB97M-V/def2-TZVPD",
  "elements": ["Ru", "C", "C", "N", "C", "C", "C", "O", "C", "C", "N", "C", "C", "C", "C", "C", "C", "I", "C", "O", "H", "H", "H", "H", "H", "H", "H", "H", "H", "H", "H", "H", "O", "C", "O", "C", "C", "C", "C", "C", "N", "H", "H", "H", "H"],
  "coordinates": [[-1.37864, 1.68530, -0.70993], [2.89184, 1.05794, -3.05259], [2.16540, 0.02143, -2.23996], [3.06108, -1.03011, -1.88799], [2.88134, -1.64964, -0.80178], [1.69555, -1.53727, 0.08768], [1.70164, -2.63310, 1.11099], [0.69481, -2.51392, 2.08556], [0.76172, -0.58330, -0.14597], [-0.59813, -0.81770, 0.37598], [-1.67247, -0.10235, 0.25037], [-2.94539, -0.60708, 0.68947], [-3.05962, -1.69335, 1.55423], [-4.30633, -2.17334, 1.91580], [-5.46034, -1.57715, 1.43006], [-5.36573, -0.47210, 0.60015], [-4.11609, 0.00731, 0.24869], [-4.05012, 1.76122, -0.90757], [1.09131, 0.48964, -1.20022], [0.08666, 2.64659, -1.62025], [3.78938, 1.38267, -2.52869], [2.25467, 1.90652, -3.30020], [3.20948, 0.57120, -3.97414], [3.61465, -2.41010, -0.53896], [2.69888, -2.60242, 1.56862], [1.63855, -3.59084, 0.57393], [0.85972, -3.15046, 2.79066], [-0.70126, -1.78509, 0.84321], [-2.18403, -2.16891, 1.97456], [-4.37432, -3.01689, 2.58849], [-6.43364, -1.95521, 1.70985], [-6.26318, 0.01381, 0.24102], [1.02529, -0.48223, -3.09985], [0.16160, 0.15081, -2.34505], [-1.03007, 0.34658, -2.49550], [0.99603, 2.01295, -0.72273], [2.28619, 2.73603, -0.54680], [2.74661, 3.01163, 0.70570], [1.97580, 2.73024, 1.84741], [0.63944, 2.29181, 1.67497], [0.19694, 1.97890, 0.50017], [2.82489, 3.05105, -1.42620], [3.70124, 3.50745, 0.82335], [2.33815, 2.94286, 2.84202], [-0.04947, 2.24861, 2.51142]],
  "forces_ev_per_angstrom": [[0.0, 0.1, 0.3], [0.0, 0.0, 0.0], [-0.1, 0.1, 0.0], [0.1, -0.1, 0.0], [0.0, 0.0, 0.0], [-0.1, 0.1, 0.0], [0.0, 0.0, 0.0], [0.0, 0.0, 0.0], [0.1, 0.0, 0.0], [0.0, 0.0, 0.0], [0.1, 0.0, 0.0], [-0.1, 0.1, 0.0], [0.0, 0.0, 0.0], [0.0, 0.0, 0.0], [0.0, 0.0, 0.0], [0.0, 0.1, -0.1], [0.0, -0.1, 0.1], [0.0, -0.1, -0.1], [0.0, 0.0, -0.1], [0.0, 0.1, -0.1], [0.0, 0.0, 0.0], [0.0, 0.0, 0.0], [0.0, 0.0, 0.0], [0.0, 0.0, 0.0], [0.0, 0.0, 0.0], [0.0, 0.0, 0.0], [0.0, 0.0, 0.0], [0.0, 0.0, 0.0], [0.0, 0.0, 0.0], [0.0, 0.0, 0.0], [0.0, 0.0, 0.0], [0.0, 0.0, 0.0], [0.0, 0.0, 0.0], [0.0, 0.1, 0.0], [0.0, -0.1, -0.1], [0.0, 0.0, -0.1], [0.0, 0.0, 0.1], [0.0, 0.0, 0.0], [0.0, 0.0, 0.0], [0.0, 0.0, 0.0], [0.0, -0.1, 0.0], [0.0, 0.0, 0.0], [0.0, 0.0, 0.0], [0.0, 0.0, 0.0], [0.0, 0.0, 0.0]],
  "lowdin_charge": [1.2610, 0.0329, -0.3550, 0.1982, -0.0165, -0.0552, -0.1807, -0.0421, -0.0323, -0.0052, -0.0556, -0.2854, 0.0021, -0.0261, -0.0284, -0.1191, -0.5800, 1.2040, -0.1111, -0.2026, 0.1054, 0.1073, 0.1195, 0.1452, 0.1513, 0.1607, 0.1251, 0.1133, 0.1143, 0.1272, 0.1295, 0.1120, 0.2101, -0.4365, 0.0650, -0.4884, 0.0766, -0.0105, 0.0334, -0.0491, -0.0451, 0.1244, 0.1342, 0.1275, 0.1449],
  "homo_ha": [-0.551, -0.559],
  "multiplicity": 5,
  "charge": 2,
  "de_lowest_ev": 0.0000,
  "s_squared": 6.044,
  "gap_ev": [7.3, 6.4]
}

{
  "formula": "C20H16N2O2S",
  "method": "wB97M-V/def2-TZVPD",
  "elements": ["C", "C", "C", "C", "N", "C", "C", "C", "C", "C", "C", "C", "H", "H", "H", "N", "C", "O", "C", "C", "C", "C", "C", "S", "H", "H", "H", "H", "H", "H", "H", "O", "C", "C", "C", "H", "H", "H", "H", "H", "H"],
  "coordinates": [[7.76932, 0.79964, -0.30075], [6.36085, 0.29200, -0.21624], [5.29887, 1.17108, -0.11194], [4.01807, 0.63843, -0.03710], [2.78902, 1.23619, 0.06964], [1.93468, 0.26206, 0.09948], [0.49826, 0.40367, 0.20595], [-0.32138, -0.72032, 0.22140], [-1.70127, -0.57901, 0.31953], [-2.25182, 0.69440, 0.44029], [-1.43193, 1.81087, 0.41339], [-0.06357, 1.67836, 0.29046], [0.59014, 2.53456, 0.27046], [-1.87402, 2.79150, 0.50099], [-3.31386, 0.80986, 0.58100], [-2.49057, -1.73667, 0.34507], [-3.67341, -2.03188, -0.26388], [-4.18853, -3.11374, -0.08510], [-4.27207, -0.98536, -1.18917], [-5.32017, -0.18172, -0.48803], [-6.15958, -0.56957, 0.50770], [-7.04744, 0.45428, 0.91351], [-6.87238, 1.60462, 0.21931], [-5.61857, 1.46742, -0.95196], [-7.40010, 2.53257, 0.31330], [-7.78153, 0.33217, 1.68946], [-6.14545, -1.55637, 0.93403], [-3.49775, -0.33248, -1.59468], [-4.73794, -1.53362, -2.01531], [-2.07123, -2.53792, 0.80337], [0.11872, -1.70409, 0.15302], [2.48475, -0.98266, 0.02093], [3.81925, -0.75710, -0.06722], [4.87340, -1.64458, -0.17098], [6.13665, -1.09215, -0.24411], [6.99027, -1.74880, -0.32643], [4.71398, -2.71060, -0.19368], [5.44639, 2.23869, -0.08854], [8.24035, 0.45930, -1.22178], [7.79271, 1.88548, -0.27871], [8.35892, 0.42151, 0.53329]],
  "forces_ev_per_angstrom": [[0.0, 0.0, 0.0], [0.0, 0.0, 0.0], [-0.2, -0.1, 0.0], [0.2, -1.2, -0.1], [-0.8, 0.2, 0.1], [0.9, 0.6, 0.0], [-0.6, -0.2, 0.1], [0.0, 0.2, 0.0], [0.2, 0.5, -0.1], [0.1, -0.2, 0.0], [0.0, 0.0, -0.1], [0.2, -0.1, 0.0], [0.1, 0.1, 0.0], [0.0, 0.1, 0.0], [-0.1, 0.0, 0.0], [0.4, -0.4, 0.4], [0.0, 0.2, -0.3], [-0.3, -0.2, 0.0], [-0.1, -0.2, -0.1], [-0.1, 0.5, -0.1], [0.2, -0.1, -0.1], [-0.1, 0.2, 0.0], [0.2, 0.1, -0.2], [-0.2, -0.5, 0.4], [-0.2, 0.2, 0.1], [-0.1, 0.0, 0.1], [0.0, -0.2, 0.0], [0.0, -0.1, 0.0], [0.2, 0.0, 0.1], [-0.2, 0.1, -0.1], [0.0, -0.1, 0.0], [-0.5, -0.2, 0.0], [0.9, 1.0, 0.0], [-0.4, -0.2, 0.0], [0.0, 0.1, 0.0], [0.1, -0.1, 0.0], [0.0, -0.1, 0.0], [0.0, 0.2, 0.0], [0.1, 0.0, 0.0], [0.1, 0.1, 0.0], [0.1, 0.0, 0.0]],
  "lowdin_charge": [-0.0558, -0.2803, 0.0319, -0.2052, 0.2058, -0.2704, -0.1354, 0.0539, -0.2253, -0.0175, -0.0509, -0.0160, 0.1122, 0.1103, 0.0889, 0.1376, -0.4763, 0.0728, -0.1139, -0.5512, -0.1201, -0.1814, -0.4151, 1.0243, 0.0583, 0.1014, 0.1146, 0.1093, 0.1339, 0.1592, 0.1258, 0.1280, -0.1946, 0.0066, -0.0482, 0.1127, 0.1161, 0.1182, 0.0814, 0.0731, 0.0816],
  "homo_ha": -0.308,
  "charge": 0,
  "de_lowest_ev": 0.0000,
  "smiles": "Cc1ccc2oc(-c3cccc(NC(=O)Cc4cccs4)c3)nc2c1",
  "gap_ev": 8.4
}

{
  "formula": "C20H16N4S3",
  "method": "wB97M-V/def2-TZVPD",
  "elements": ["N", "N", "S", "S", "S", "C", "C", "C", "C", "C", "C", "C", "C", "C", "C", "C", "C", "C", "C", "C", "C", "C", "C", "N", "N", "C", "C", "H", "H", "H", "H", "H", "H", "H", "H", "H", "H", "H", "H", "H", "H", "H", "H"],
  "coordinates": [[2.86236, 0.35139, 1.47289], [-2.56128, -0.93070, -1.34888], [-4.12225, 3.39743, 0.42451], [-1.13966, 2.93368, 0.22834], [-0.42861, 0.75075, -1.68542], [1.54641, 0.29148, 1.44814], [-5.12897, 2.12409, -0.02570], [-2.74556, 2.50367, -0.34920], [-4.54609, 1.24569, -0.86161], [-3.08189, 1.29586, -0.96057], [-2.09337, 0.28023, -1.45272], [0.60032, -3.50478, 1.82660], [4.64522, 2.51872, -0.84011], [3.51273, 2.94698, -1.64191], [-0.79976, -3.41491, 1.82629], [1.23060, -3.11377, 0.64379], [4.49209, 1.70313, 0.18012], [2.21226, 2.60205, -1.23869], [-1.54787, -3.06337, 0.61414], [0.52173, -2.51378, -0.42229], [3.18222, 1.25434, 0.49204], [2.04786, 1.75358, -0.13946], [-0.87515, -2.45490, -0.41833], [0.88513, -0.43575, 2.39070], [1.01336, 1.13511, 0.43860], [-1.64738, -2.06444, -1.61233], [-0.37060, 1.21630, 0.01397], [-6.19237, 2.10418, 0.19322], [-5.04554, 0.36519, -1.34949], [1.07975, -4.00086, 2.74055], [5.55072, 3.13973, -1.10658], [3.47415, 3.56430, -2.55344], [-1.47301, -3.79730, 2.66401], [2.29968, -3.39125, 0.70951], [5.35268, 1.40512, 0.75142], [1.27798, 2.93307, -1.76599], [-2.60707, -3.13178, 0.66375], [1.25469, -2.30896, -1.24908], [-0.12414, -0.47165, 2.50687], [1.42274, -1.25322, 2.69799], [-2.10309, -2.83283, -2.22244], [-0.79530, -1.71320, -2.22879], [-1.03573, 0.58136, 0.54557]],
  "forces_ev_per_angstrom": [[-1.2, -0.1, 0.0], [1.1, 0.8, -0.8], [2.1, -0.8, -0.4], [0.8, -0.2, 0.0], [0.2, -0.3, -1.5], [1.0, 0.7, -0.1], [-1.3, -0.5, -1.2], [0.2, -0.4, 0.8], [0.6, -3.3, -0.7], [-0.8, 3.2, 0.7], [-3.3, -2.1, 1.1], [-1.7, -0.6, 0.8], [-0.1, 4.3, -4.3], [-1.6, -0.4, 0.8], [-2.3, -0.9, -0.9], [0.3, -0.4, 1.1], [-0.9, -1.7, 1.9], [-0.7, 0.1, -0.7], [2.4, 0.5, 3.6], [2.6, -1.0, 0.4], [1.5, 0.0, 0.2], [2.9, 0.8, -1.2], [-0.1, -1.8, 0.2], [-0.5, -0.3, 0.1], [-3.1, -1.4, 2.3], [1.7, 2.4, -1.8], [1.2, 1.8, 0.4], [0.2, 0.3, -0.1], [0.2, 1.1, 0.8], [-0.3, 1.0, -1.6], [-0.5, -1.5, 0.5], [1.0, -0.2, 0.7], [1.4, 0.5, -0.9], [-0.5, 0.9, -1.1], [0.0, -0.2, 0.4], [1.3, -0.1, 0.3], [-0.7, 0.0, -0.2], [-1.6, 0.4, 0.3], [0.6, 0.0, -0.4], [-0.6, 0.7, -0.2], [-0.5, -0.4, 0.6], [-0.7, 0.0, -0.5], [-0.1, -0.7, 0.8]],
  "lowdin_charge": [0.1638, 0.0896, 0.9731, 0.8854, 1.0273, -0.3631, -0.4758, -0.7752, -0.1572, -0.2780, -0.5442, -0.1421, -0.1220, -0.0743, -0.0780, -0.1091, -0.0495, -0.0539, -0.0193, -0.0417, -0.2251, -0.2511, -0.2740, 0.1624, -0.0312, -0.2025, -0.7260, 0.0751, 0.1246, 0.1309, 0.1199, 0.0992, 0.1148, 0.1160, 0.1101, 0.0925, 0.1005, 0.1349, 0.1038, 0.0977, 0.1236, 0.0742, 0.0741],
  "homo_ha": -0.281,
  "charge": 0,
  "de_lowest_ev": 2.2810,
  "smiles": "Nc1nc2ccccc2n1[C@@H]1S/C(=N\\Cc2ccccc2)c2ccsc2S1",
  "gap_ev": 7.6
}